49
Properties=species:S:1:pos:R:3:forces:R:3:lowdin_charge:R:1 method="wB97M-V/def2-TZVPD" fmax_ev_per_a=0.4 relative_energy_kcal_mol=0.0 lumo_ha=-0.2766 gap_ha=0.2458 charge=+2 e_tot_ev=-179870.7326
Ta 0.093672 -0.120219 -0.769205 0.285 -0.021 0.320 1.9318
O 0.254150 4.055149 -1.052303 -0.029 -0.029 0.042 0.1990
C -0.077247 2.917554 -1.167398 0.077 0.036 -0.112 -0.4002
N 0.786997 1.788736 -1.098652 0.006 0.016 0.067 -0.0474
C 2.164672 2.042458 -1.349047 0.076 0.041 -0.043 -0.4022
O 2.607826 2.966421 -1.954671 -0.016 0.010 0.072 0.2007
C 3.011337 0.934070 -0.811304 -0.060 0.038 -0.021 -0.1748
C 4.387614 0.999691 -0.778391 -0.005 0.001 0.014 0.0588
C 5.076950 -0.077509 -0.241676 -0.042 -0.038 0.025 0.0245
C 4.360155 -1.176427 0.222273 0.034 0.048 -0.012 0.0089
C 2.984120 -1.174249 0.128031 -0.019 -0.022 -0.026 -0.0942
N 2.314221 -0.124563 -0.378142 0.101 -0.054 -0.016 -0.0575
C -1.484696 2.480006 -1.382783 0.047 0.046 -0.030 -0.1722
C -2.495307 3.386082 -1.608501 0.000 -0.005 0.000 0.0556
C -3.770142 2.896703 -1.854438 0.013 -0.033 0.002 0.0235
C -3.971358 1.523403 -1.844070 -0.013 0.038 -0.003 0.0060
C -2.912113 0.680787 -1.574788 0.031 -0.075 0.019 -0.0709
N -1.669215 1.149291 -1.350310 -0.139 -0.068 -0.132 -0.0201
H 4.880061 1.881980 -1.163554 0.002 0.003 0.003 0.1450
H 6.157048 -0.064653 -0.183578 0.002 -0.002 -0.007 0.1359
H 4.861536 -2.034718 0.646023 0.004 0.000 0.000 0.1311
H 2.398110 -2.021406 0.458549 -0.010 -0.005 -0.013 0.1285
H -2.261663 4.441704 -1.598040 0.004 -0.001 -0.006 0.1443
H -4.590772 3.572973 -2.052330 -0.002 0.000 0.001 0.1359
H -4.946012 1.097426 -2.034269 -0.003 0.000 0.002 0.1306
H -3.049194 -0.388996 -1.520833 0.019 0.001 -0.011 0.1012
Br -3.937217 -3.013239 0.267993 -0.017 -0.017 -0.014 0.8899
C -2.709141 -2.347706 1.507748 0.072 0.071 -0.072 -0.5861
C -2.858216 -2.632775 2.886180 -0.086 -0.069 0.021 -0.1230
C -1.995397 -2.128279 3.815040 0.054 0.018 0.075 -0.6021
Br -2.247257 -2.521138 5.633135 -0.003 0.009 -0.058 0.8883
C -0.907582 -1.296198 3.413718 -0.047 -0.012 -0.096 -0.1621
C 0.015234 -0.665652 4.259835 0.071 0.031 -0.012 0.0407
C 0.999575 0.138461 3.719587 -0.010 -0.034 0.095 0.0042
C 1.083954 0.296991 2.344219 -0.058 -0.025 -0.105 -0.0798
N 0.226604 -0.288645 1.500528 0.131 0.201 -0.008 -0.0091
C -0.763841 -1.057793 2.035442 -0.132 -0.086 0.038 -0.1502
C -1.663173 -1.574651 1.091110 -0.059 0.030 0.137 -0.3385
O -1.396210 -1.195778 -0.178689 -0.113 -0.101 0.245 -0.2807
H -3.684657 -3.256536 3.197915 0.004 0.001 0.000 0.1145
H -0.053792 -0.808031 5.330379 -0.004 0.005 0.004 0.1067
H 1.713735 0.645995 4.351405 -0.006 -0.005 0.012 0.1290
H 1.863562 0.909605 1.910706 -0.032 0.014 -0.011 0.1219
C 0.078010 -1.838616 -3.891970 -0.013 0.040 -0.024 -0.0075
C 0.220632 -1.314599 -2.532332 -0.187 -0.036 -0.321 -0.3312
O 0.845189 -1.881281 -1.614489 0.056 0.058 -0.049 -0.0740
H 0.551159 -2.810287 -4.017653 0.008 -0.001 0.015 0.1058
H 0.496672 -1.105222 -4.587808 0.002 -0.006 -0.002 0.1124
H -0.988609 -1.886337 -4.128594 0.004 -0.013 -0.005 0.1094

---

60
Properties=species:S:1:pos:R:3:forces:R:3:mulliken_spin:R:1 method="wB97M-V/def2-TZVPD" multiplicity=3 fmax_ev_per_a=2.5 relative_energy_kcal_mol=8.5 lumo_ha="-0.1050 / -0.0945" gap_ha="0.3209 / 0.3393" charge=+1 e_tot_ev=-66106.2846
V -0.565503 0.118343 -0.121728 2.114 1.126 -0.676 2.3300
C 1.629173 -2.972815 3.130317 0.143 0.071 -0.133 -0.0004
C 2.196111 -3.108540 1.715212 -0.157 -0.261 0.153 -0.0007
C 1.510587 -4.276888 1.010575 0.205 0.139 0.029 0.0006
C 2.227148 -1.824254 0.908991 0.143 0.174 0.025 -0.0329
C 2.591902 -0.617762 1.514686 0.020 -0.156 -0.066 0.0256
C 3.001022 0.474363 0.765238 0.115 -0.009 -0.252 -0.0012
C 3.035249 0.420205 -0.631021 0.207 -0.175 0.181 -0.0149
C 3.742204 1.473682 -1.437371 0.019 -0.050 -0.016 -0.0017
C 2.510041 -0.721366 -1.239733 0.050 0.121 -0.033 0.0304
C 2.110910 -1.817634 -0.486442 0.060 -0.103 0.084 -0.0186
H 1.728362 -3.921917 3.651513 0.052 -0.053 0.029 0.0000
H 0.575614 -2.716350 3.110076 -0.111 0.031 0.018 0.0001
H 2.161558 -2.226291 3.711610 -0.005 0.071 0.142 -0.0001
H 3.259711 -3.370966 1.826721 -0.116 0.015 -0.054 -0.0001
H 0.455540 -4.073048 0.848557 -0.133 0.003 -0.057 -0.0006
H 1.587667 -5.159275 1.639072 -0.009 -0.114 0.010 0.0000
H 1.980334 -4.509434 0.059109 -0.007 -0.107 -0.111 -0.0001
H 2.663886 -0.555583 2.588917 -0.033 -0.002 0.108 0.0012
H 3.378499 1.352911 1.271622 0.010 0.084 0.049 -0.0002
H 4.775333 1.153861 -1.575617 0.063 0.078 -0.059 0.0002
H 3.767362 2.435367 -0.929286 -0.025 0.084 0.013 0.0000
H 3.305088 1.596169 -2.426371 -0.041 0.052 -0.054 -0.0002
H 2.521477 -0.793997 -2.321272 -0.060 -0.001 -0.034 0.0039
H 1.817870 -2.717433 -1.009575 -0.090 -0.002 0.025 0.0064
C -2.775404 -0.601797 -1.899402 -0.494 -0.522 0.011 0.0669
N -1.733994 0.414401 -1.749012 -0.491 0.140 -0.712 -0.1411
C -0.847727 0.335308 -2.906339 0.368 0.040 -0.636 0.0089
C -2.363639 1.749449 -1.656589 -0.181 0.747 0.222 0.0241
C -2.484782 2.174073 -0.215253 -0.051 -0.029 0.114 -0.0073
C -3.228067 3.287763 0.153058 0.060 -0.098 -0.166 -0.0016
C -3.199246 3.733313 1.463084 -0.035 0.062 -0.052 0.0115
C -2.449211 3.052118 2.408152 0.032 -0.053 0.103 -0.0065
C -1.733321 1.919961 2.044738 0.047 0.147 0.301 -0.1183
C -1.737008 1.482226 0.732188 -0.293 0.109 0.009 -0.0963
H -3.304474 -0.469575 -2.849243 0.077 0.022 0.021 0.0065
H -3.500911 -0.516533 -1.092251 0.098 0.005 -0.058 -0.0081
H -2.329427 -1.599789 -1.888514 -0.082 0.093 0.033 -0.0062
H -1.409872 0.449497 -3.839415 0.035 -0.008 0.043 0.0046
H -0.355818 -0.640927 -2.928082 -0.014 -0.007 -0.016 0.0108
H -0.093939 1.121235 -2.856009 -0.024 -0.068 0.003 -0.0039
H -3.340195 1.754206 -2.151587 0.114 -0.084 -0.100 0.0021
H -1.731837 2.483140 -2.169835 -0.017 -0.206 -0.080 -0.0012
H -3.811287 3.807646 -0.592579 -0.112 0.148 -0.062 0.0003
H -3.752769 4.617318 1.739820 -0.090 0.043 0.060 0.0003
H -2.431829 3.396064 3.430801 0.011 0.048 0.111 -0.0005
H -1.153080 1.395211 2.798588 -0.068 0.023 -0.003 0.0014
C 0.701895 3.207756 -0.083746 -0.105 0.915 0.211 0.0047
O 0.570400 1.888717 -0.596118 0.473 -0.931 -0.173 0.0147
H 1.263383 3.824581 -0.791283 -0.070 -0.126 0.033 0.0004
H 1.213745 3.210228 0.880273 -0.071 -0.082 -0.009 -0.0028
H -0.296568 3.624737 0.043253 0.081 -0.080 0.021 0.0020
H 1.463374 1.474355 -0.568045 -0.242 0.301 -0.147 -0.0095
F -0.687069 -1.018081 2.257724 -0.094 0.014 0.202 0.0092
C -1.413047 -1.049956 1.108012 -1.158 -0.602 1.897 -0.0927
F -0.792107 -1.998637 0.299355 0.542 -0.717 -0.746 0.0051
C -2.831782 -1.529625 1.376520 -1.147 0.105 -0.221 -0.0045
F -3.701781 -0.509211 1.245156 0.196 -0.174 0.223 -0.0002
F -3.014508 -2.061593 2.574739 0.273 -0.043 0.103 0.0000
F -3.178636 -2.437679 0.449354 0.018 -0.150 0.136 0.0004

---

101
Properties=species:S:1:pos:R:3:forces:R:3:lowdin_charge:R:1 method="wB97M-V/def2-TZVPD" fmax_ev_per_a=6.5 lumo_ha=0.0407 gap_ha=0.1726 charge=-1 e_tot_ev=-153385.9586
C -3.119363 0.054101 -1.187112 -1.023 -5.634 -3.080 0.0214
C -3.491047 -1.004681 -1.892737 1.855 4.705 2.690 -0.0800
C -3.746407 -2.252787 -2.915835 -1.315 1.851 1.689 -0.0953
B -2.344142 -3.131096 -2.994205 -0.228 -0.236 0.810 -0.8282
O -2.326458 -4.489831 -2.393045 1.228 -0.305 0.869 -0.1216
C -0.902984 -4.730729 -2.073693 -2.103 -0.199 -0.523 -0.1184
C -0.438918 -3.299178 -1.384042 -1.426 -1.554 -1.763 -0.3498
C -0.879909 -3.521439 0.162031 -0.813 1.652 -0.115 -0.0855
C -0.458946 -2.329490 1.162931 -0.149 -1.087 0.982 -0.1553
F -1.420014 -1.231859 1.194691 1.634 -1.580 -0.169 -0.1301
C 1.099385 -2.837163 -1.541184 -1.058 -0.001 -0.179 -0.1572
C 1.807004 -3.273429 -2.922194 1.970 0.648 1.345 -0.6411
C 3.371043 -2.769069 -2.804400 -0.758 0.029 1.132 -0.1803
Br 1.058183 -2.245636 -4.490786 0.254 -1.019 0.840 0.6291
O -1.318352 -2.435436 -2.186375 2.617 -0.075 1.813 -0.0931
H -2.558541 0.768517 -0.469671 -1.567 -1.761 -1.748 0.0369
H -4.633498 -2.902004 -2.525324 1.385 1.238 -0.550 0.0956
H -4.068302 -1.788567 -3.920393 0.492 -0.723 1.583 0.0892
H -2.176275 -3.255441 -4.164339 0.845 0.046 -1.090 0.0773
H -0.995084 -5.652132 -1.380429 0.947 1.399 -0.998 0.1230
H -0.462552 -4.981610 -3.115054 0.137 0.426 1.794 0.1203
H -2.046529 -3.550929 0.164737 2.066 0.006 -0.052 0.1504
H -0.498531 -4.527836 0.571359 -0.314 1.701 -0.665 0.1045
H -0.459529 -2.788959 2.238107 -0.120 0.966 -1.695 0.1096
H 0.600457 -1.909776 1.002379 -1.736 -0.391 -0.098 0.1017
H 1.095929 -1.670984 -1.484770 0.127 -2.037 -0.114 0.1348
H 1.686281 -3.259272 -0.636425 -0.791 0.652 -1.772 0.0861
H 1.854971 -4.405873 -3.107020 -0.703 1.863 0.090 0.0994
H 3.581721 -2.699690 -1.658044 -0.143 -0.164 -1.968 0.0625
H 3.444417 -1.700140 -3.217934 0.151 -1.796 0.470 0.0490
H 4.117722 -3.515214 -3.256427 -1.152 1.310 0.376 0.0674
C -8.979290 -0.750219 -3.271178 -0.673 0.269 0.405 -0.1445
C -7.651156 -1.119635 -2.686865 0.474 0.299 0.971 -0.1278
O -7.047024 -1.884544 -3.719031 -0.582 0.083 -0.911 0.0563
C -7.633696 -1.511366 -4.888626 0.852 -0.533 -0.890 -0.5397
O -7.245501 -1.839180 -5.978515 -0.563 0.380 1.068 0.1409
O -8.719101 -0.716005 -4.665587 0.356 -0.238 -0.230 0.0521
H -9.334564 0.220055 -2.918559 0.044 -0.053 -0.217 0.1319
H -9.748288 -1.503938 -3.073533 0.021 0.002 -0.040 0.1266
H -7.025415 -0.245490 -2.481948 -0.009 -0.092 0.007 0.1213
H -7.747475 -1.708443 -1.772665 0.169 -0.065 -0.192 0.1377
C 4.239321 -3.410232 2.331315 0.299 0.835 0.248 -0.1365
C 4.843514 -4.781003 2.353200 0.674 -0.318 0.201 -0.1391
O 3.770069 -5.613235 1.944813 -0.245 0.270 -0.099 0.0692
C 2.909013 -4.832374 1.230966 -1.427 -0.493 -0.984 -0.5226
O 1.979712 -5.250948 0.597626 1.267 0.367 0.893 0.1630
O 3.241852 -3.514316 1.329247 -0.001 -0.595 0.038 0.0535
H 4.967186 -2.637320 2.075464 -0.233 -0.007 -0.121 0.1254
H 3.760974 -3.148148 3.280467 -0.027 -0.034 -0.023 0.1342
H 5.665416 -4.887363 1.638395 -0.044 0.043 0.041 0.1414
H 5.198302 -5.064477 3.346522 -0.182 -0.171 -0.136 0.1131
C -4.791749 4.852111 -0.770388 -0.039 0.192 -0.296 -0.1499
C -3.654605 4.053809 -0.219091 0.693 0.262 0.333 -0.1422
O -4.151010 2.725772 -0.230635 -0.854 -0.061 -0.446 0.0366
C -5.135697 2.675593 -1.175461 -0.540 -1.490 -0.488 -0.5340
O -5.655910 1.661942 -1.565408 0.295 1.504 0.557 0.1229
O -5.452066 3.926070 -1.622828 0.202 -0.885 0.171 0.0669
H -4.454239 5.719195 -1.328920 -0.283 -0.751 -0.171 0.1121
H -5.489510 5.177637 0.005961 0.026 -0.047 -0.135 0.1346
H -2.765065 4.102428 -0.851850 -0.240 0.012 0.082 0.1172
H -3.386397 4.358113 0.793992 0.024 -0.221 -0.134 0.1295
C -2.543501 9.140639 1.310406 0.219 0.661 0.457 -0.1341
C -1.958567 7.761225 1.327157 0.946 -0.055 0.287 -0.1483
O -3.035126 6.950669 0.886113 -0.881 0.613 -0.352 0.0500
C -3.869603 7.748763 0.165873 -0.852 -0.399 -0.542 -0.5030
O -4.792560 7.341778 -0.491142 1.020 2.044 1.180 0.1139
O -3.523618 9.062114 0.285363 -0.182 -0.575 -0.180 0.0688
H -1.800259 9.906251 1.079618 -0.205 -0.038 -0.118 0.1336
H -3.037575 9.397508 2.252696 -0.016 -0.002 -0.064 0.1313
H -1.124652 7.651545 0.629824 -0.162 -0.004 0.125 0.1194
H -1.628939 7.461229 2.323609 -0.130 -0.160 -0.168 0.1400
C 0.371569 2.419916 -0.528527 0.161 -1.157 -0.408 -0.1068
C 1.534453 3.126912 0.092768 0.793 -0.464 0.001 -0.1423
O 1.129177 4.490689 0.076985 -0.953 0.371 -0.009 0.0716
C -0.232234 4.499722 0.035033 -0.513 0.346 0.027 -0.5046
O -0.914126 5.485189 0.180380 0.995 -1.087 -0.203 0.1237
O -0.727811 3.253734 -0.189867 0.268 1.189 0.351 0.0523
H 0.233686 1.413509 -0.129571 -0.191 0.162 -0.084 0.1380
H 0.449238 2.362081 -1.618065 -0.040 -0.002 0.100 0.1494
H 1.705044 2.820562 1.129207 -0.037 0.053 -0.072 0.1336
H 2.455386 2.988684 -0.473623 -0.214 0.238 0.124 0.1226
C 5.257047 2.206003 1.825557 0.319 0.720 0.382 -0.1195
C 5.829257 0.822308 1.840307 0.764 -0.162 0.445 -0.1347
O 4.745872 0.020623 1.392782 -0.565 0.380 -0.327 0.0595
C 3.920984 0.830226 0.671695 -1.103 -0.670 -0.850 -0.5268
O 2.996696 0.440734 0.010230 1.001 0.526 0.778 0.1637
O 4.279967 2.139733 0.796827 0.001 -0.659 -0.081 0.0356
H 6.007958 2.965388 1.599518 -0.215 -0.031 -0.107 0.1380
H 4.762228 2.464593 2.766765 0.007 -0.035 -0.058 0.1373
H 6.665275 0.707848 1.143897 -0.057 0.001 0.067 0.1427
H 6.152843 0.516743 2.834762 -0.152 -0.015 -0.293 0.1060
C 7.331763 -3.556355 4.961498 0.201 -0.912 0.154 -0.1313
C 6.451075 -2.658462 5.774149 -0.615 -0.261 0.708 -0.1264
O 6.909943 -1.360249 5.429445 0.391 0.052 -0.678 0.0717
C 7.502874 -1.457466 4.207323 0.438 0.925 -0.600 -0.5266
O 7.851227 -0.515506 3.545541 -0.227 -1.139 0.825 0.1369
O 7.649062 -2.758158 3.831137 -0.153 0.721 0.051 0.0654
H 6.825086 -4.474636 4.658552 0.167 0.160 -0.110 0.1179
H 8.258420 -3.816786 5.481624 -0.061 0.039 -0.042 0.1387
H 5.395637 -2.745505 5.498203 0.065 0.016 0.000 0.1313
H 6.552661 -2.834459 6.846622 0.005 0.217 -0.122 0.1389

---

40
Properties=species:S:1:pos:R:3:forces:R:3:lowdin_charge:R:1 method="wB97M-V/def2-TZVPD" fmax_ev_per_a=2.3 relative_energy_kcal_mol=0.0 lumo_ha=-0.0021 gap_ha=0.3862 charge=0 e_tot_ev=-30015.7635 smiles="NC(=O)NC=O.O.O.O.O.O.O.O.O.O.O"
O 2.233623 3.296890 -0.412429 0.182 0.101 -0.320 0.0537
C 1.119789 3.013158 -0.062738 -0.359 -0.621 0.431 -0.2874
N 0.567147 1.741608 -0.026434 -0.172 1.181 0.200 0.1558
C 1.151679 0.537823 -0.335521 0.622 -1.786 -1.297 -0.5817
N 2.235197 0.590785 -1.132440 -0.502 1.159 0.995 0.2137
O 0.675657 -0.547996 0.012649 -0.539 0.384 0.396 0.0120
H 0.390999 3.721538 0.354399 0.097 0.237 -0.146 0.1429
H -0.381953 1.760580 0.314609 -0.088 -0.454 0.293 0.1053
H 2.467807 1.524518 -1.430240 0.626 -0.217 -0.388 0.0813
H 2.701180 -0.242692 -1.422777 0.119 -0.241 -0.012 0.1162
H -0.175644 1.574549 -3.097889 -0.115 0.771 0.099 -0.0020
H 0.839685 2.771077 -3.352881 -0.461 0.151 -0.038 0.0448
O 0.749831 1.823538 -3.254679 0.418 -0.693 -0.106 -0.0568
H 2.487797 -0.139938 1.999910 -0.048 0.040 0.063 0.0297
H 3.715903 -0.987380 2.128359 0.866 -0.442 -0.472 0.0342
O 2.989124 -0.663592 2.637689 -0.917 0.325 0.331 -0.0331
H -0.003148 -0.750866 4.222797 -0.061 0.225 0.235 0.0618
H 1.037855 -1.153127 3.230766 0.523 -0.158 -0.356 0.0201
O 0.161021 -0.766810 3.276799 -0.393 -0.104 0.328 -0.0401
H 2.570975 -2.890997 1.068241 0.128 -0.132 0.024 0.0179
H 1.962943 -2.478539 -0.228328 -0.009 -0.006 -0.206 0.0042
O 2.715765 -2.977975 0.118906 -0.207 0.288 0.198 -0.0636
H 1.188059 -0.952920 -3.197566 -0.139 0.116 -0.094 0.0070
H 0.048839 -1.965184 -3.399555 0.008 0.064 0.013 0.0331
O 0.999886 -1.894046 -3.278021 0.119 -0.044 0.091 -0.0466
H -2.527485 2.257791 2.307463 -0.114 0.156 0.019 0.0422
H -1.665430 1.084544 1.896110 -0.064 0.063 0.431 -0.0055
O -1.630593 2.047907 2.040379 0.193 -0.231 -0.432 -0.0661
H -2.020610 1.001059 -3.741727 -0.392 -0.349 0.069 0.0404
H -2.393793 0.853509 -2.189727 0.532 0.084 -0.957 0.0052
O -2.138252 1.476311 -2.916934 0.109 0.401 0.380 -0.0838
H -3.196712 -0.866335 2.702089 0.082 -0.198 0.026 0.0687
H -1.639100 -1.076119 2.779153 0.022 0.228 -0.174 0.0244
O -2.366436 -0.716947 2.240180 0.016 0.179 -0.094 -0.0659
H -3.291989 -2.622956 0.148543 0.138 0.122 -0.169 0.0156
H -2.241815 -2.800656 1.251257 0.111 0.261 -0.081 0.0112
O -3.075046 -3.140269 0.924821 -0.376 -0.595 0.083 -0.0542
H -2.727694 -0.280652 -0.301453 -0.002 -0.074 0.514 0.0432
H -1.336067 -0.743238 -0.787067 0.141 0.152 0.203 0.0395
O -2.198991 -0.417952 -1.086711 -0.094 -0.345 -0.077 -0.0375